Computed, not measured: a structure of composition C28H44F5KN4O6STe, with the ωB97M-V functional and the def2-TZVPD basis.

The geometry in XYZ format:
```
90
C28H44F5KN4O6STe | the OMol25 dataset | the ωB97M-V functional and the def2-TZVPD basis
K -0.9553 -0.9952 -0.5842
C -4.5429 -0.2668 -1.9840
C -5.4475 -0.3120 -0.7484
C -6.2972 -1.5833 -0.7659
C -4.6271 -0.1950 0.5200
C -4.5961 0.9911 1.2468
C -3.8136 1.1137 2.3871
C -3.0363 0.0506 2.8369
C -2.1969 0.1748 4.0809
C -3.0621 -1.1333 2.1056
C -3.8466 -1.2583 0.9674
H -5.1467 -0.2500 -2.8973
H -3.9074 -1.1557 -2.0175
H -3.8967 0.6129 -1.9742
H -6.1164 0.5573 -0.7777
H -5.6619 -2.4714 -0.7818
H -6.9246 -1.6068 -1.6613
H -6.9453 -1.6390 0.1120
H -5.1831 1.8387 0.9054
H -3.7973 2.0556 2.9276
H -2.8104 0.0773 4.9813
H -1.6941 1.1428 4.1286
H -1.4330 -0.6020 4.1116
H -2.4450 -1.9784 2.3891
H -3.8113 -2.1942 0.4183
N 1.6733 1.6391 -0.7337
C 2.7088 1.3620 -1.7294
C 2.6651 -0.0684 -2.2966
O 3.4081 -0.2643 -3.2955
N 1.8810 -0.9052 -1.6646
C 1.9324 -2.2672 -2.1834
C 1.0734 -3.1523 -1.2783
O -0.1048 -3.4006 -1.7835
O 1.4820 -3.4691 -0.1707
H 2.0598 2.1041 0.0774
H 1.3468 0.7199 -0.4317
H 3.7260 1.5057 -1.3403
H 2.6169 2.0428 -2.5829
H 2.9576 -2.6554 -2.1684
H 1.5717 -2.3239 -3.2164
C 5.6763 2.5263 4.6802
C 4.8131 2.8789 3.4753
N 3.9684 1.7741 3.0415
C 4.3000 1.1226 1.7725
C 5.5462 0.2546 1.8538
C 2.8568 1.5102 3.7849
O 2.5743 2.1742 4.7735
C 2.0451 0.3414 3.3186
C 2.4081 -0.9508 3.6561
C 1.7389 -2.0068 3.0780
C 0.7492 -1.7401 2.1364
N 0.3824 -0.4967 1.8187
C 0.9934 0.5162 2.4318
H 6.2914 3.3806 4.9716
H 6.3361 1.6875 4.4543
H 5.0410 2.2552 5.5221
H 5.4400 3.1586 2.6270
H 4.1744 3.7294 3.7208
H 4.4359 1.9041 1.0185
H 3.4590 0.5181 1.4425
H 6.4220 0.8329 2.1575
H 5.7475 -0.1895 0.8784
H 5.3984 -0.5532 2.5720
H 3.2322 -1.1200 4.3415
H 2.0044 -3.0322 3.2929
H 0.2949 -2.5502 1.5715
H 0.6748 1.5152 2.1438
C -2.4144 1.3660 -4.9967
C -1.1951 0.5635 -4.5813
S -0.3760 1.1812 -3.0870
O -1.4770 1.3212 -2.0764
C -0.0011 2.8655 -3.6159
C 0.9233 2.8997 -4.8254
H -3.0002 0.8132 -5.7326
H -2.1370 2.3249 -5.4396
H -3.0470 1.5522 -4.1284
H -0.4329 0.4905 -5.3593
H -1.4673 -0.4560 -4.2973
H 0.4815 3.2776 -2.7279
H -0.9464 3.3885 -3.7698
H 1.7457 2.1899 -4.7072
H 1.3546 3.8947 -4.9472
H 0.3894 2.6528 -5.7446
F -3.7461 -4.2603 -0.6959
Te -1.7875 -4.3895 -0.7790
F -0.2869 -5.5866 -0.7203
F -2.4164 -5.9839 0.1205
F -2.0895 -5.2165 -2.4336
F -2.3667 -2.7746 -1.8120
O -1.5151 -3.3956 0.6928
```

Its multiplicity is 1. The relative energy (zero: lowest compared OMol25 entry of this formula, charge and spin) comes out at 0.957 eV. For the total energy, the calculation gives -3529.451844 Ha. The LUMO energy comes out at 3.9 eV. As for the orbital gap: 6.328 eV. As for the net charge: -2.

Mulliken population analysis, charges in e, atoms 1 to 8:
1. K 0.9104
2. C -0.9729
3. C 0.2335
4. C -1.5958
5. C 0.6603
6. C -0.8172
7. C -0.8497
8. C 1.1787